[1]
ORCA calculation (ωB97M-V/def2-TZVPD) on C3H4BCl4CrF4O19 as an isolated structure in a non-equilibrium geometry.

## Properties
2S+1: 4
Frontier orbital gap (alpha / beta) (eV): 6.703 / 8.487
Charge: -2
E_HOMO (alpha / beta) (eV): -4.811 / -4.813

Positions of all 36 atoms, in Å:
Cr -2.71668 37.39156 8.81539
Cl -5.42504 38.62774 6.90438
Cl -4.85886 35.08754 10.10944
Cl -1.01702 39.90228 6.81869
Cl -2.74032 39.61631 11.68017
F -1.23950 35.32440 10.73985
F -0.85755 37.28894 9.54975
F 0.73971 35.55278 9.64734
F -1.23918 35.41818 8.49584
O -6.11146 35.30887 10.74945
O -4.02529 40.21218 11.87622
O -5.01395 34.85132 8.69201
O -5.15478 40.01044 6.69474
O -1.41412 39.89233 5.43218
O -4.07152 36.35254 10.23424
O -4.10388 34.01092 10.66015
O -1.46165 41.14685 7.36826
O -2.07107 35.49772 5.07152
O -2.87077 36.46184 6.93012
O -3.63026 34.47183 6.25483
O -1.70263 40.58761 11.59697
O -4.56286 38.22299 8.04409
O -6.78186 38.41646 7.29689
O -2.75447 38.89700 10.38739
O -5.06014 37.83953 5.76400
O -1.69655 38.74114 7.41422
O -2.52578 38.63901 12.70121
O 0.40152 39.79709 6.99460
C -2.39358 34.34029 4.31614
C -2.85705 35.55465 6.16093
C -3.59883 33.76808 5.03393
B -0.59963 35.87839 9.65939
H -4.52078 33.79829 4.44437
H -3.57039 32.68449 5.17650
H -2.65738 34.63488 3.30257
H -1.54761 33.65415 4.34653

The molecule's Löwdin atomic charges, reported in e, are given here: 1.2600, 0.6996, 0.7082, 0.6930, 0.6874, 0.1745, 0.0711, 0.1618, 0.1220, -0.2936, -0.3167, -0.3318, -0.2981, -0.3361, -0.3908, -0.3053, -0.3161, 0.1150, 0.0642, 0.1097, -0.3073, -0.4127, -0.3055, -0.4197, -0.3189, -0.4113, -0.3205, -0.3255, -0.1055, -0.5019, -0.1216, -1.2486, 0.1304, 0.1290, 0.1305, 0.1308

---

[2]
ORCA calculation (ωB97M-V/def2-TZVPD) on C42H49AsF6LaN4O6S2 as an isolated structure in a non-equilibrium geometry.

## Properties
2S+1: 2
Frontier orbital gap (alpha / beta) (eV): 4.891 / 2.945
Charge: -2
E_HOMO (alpha / beta) (eV): -1.244 / -1.231

Positions of all 111 atoms, in Å:
La -0.18382 -0.27358 0.92644
As -2.90462 1.11182 3.75804
S 2.10118 -3.06338 1.84674
S 1.47578 -0.63258 4.28214
F -4.27252 0.41202 2.78834
F -1.53672 1.81142 4.72774
F -1.71802 0.50512 2.52274
F -3.05612 2.67462 2.84394
F -2.75312 -0.45118 4.67214
F -4.09072 1.71912 4.99304
O 2.90398 -0.78998 4.04944
O 1.18708 -0.17238 5.64994
O 1.53408 -4.07708 0.94324
O 1.84018 -1.70908 1.39104
O 0.66988 0.05622 3.28074
O 3.45618 -3.39358 2.28194
N -1.82542 0.56452 -0.83276
N -0.27642 -2.07088 -0.67946
N 1.73778 0.26282 -0.71246
N 0.24918 2.09242 1.19784
C 5.33458 1.28162 -0.12096
C 5.69668 2.35382 -1.13846
C 5.13958 -1.59508 -2.94656
C 2.61288 2.22232 0.60354
C 1.12018 -3.30228 3.34974
C -2.05462 -4.69828 -2.57486
C 2.44818 -0.88818 -1.04656
C -4.93022 2.51822 -0.36276
C 0.58548 -4.60108 3.52214
C 2.69678 1.10752 -0.15406
C 2.22788 5.25162 1.29014
C 1.32078 2.77732 0.97904
C 1.68598 -4.22958 -4.17946
C 0.28498 -3.77328 -2.16186
C -0.74872 3.00642 1.03574
C 1.15448 4.23562 1.17094
C -0.98662 5.54682 1.58724
C -0.18092 4.32212 1.29474
C -2.47572 -4.36938 -4.00086
C -5.41092 -0.34378 -3.19026
C -1.05432 -3.73348 -2.02606
C -5.09502 3.48972 -1.51876
C -3.84942 1.51362 -0.62846
C 2.77908 5.68042 -0.06186
C 4.98348 -1.54258 -1.43286
C 4.03798 0.59542 -0.44666
C 3.88798 -0.60928 -0.99856
C 1.17528 -4.74518 -2.84196
C -5.29272 -0.38638 -1.67536
C -2.48482 1.60652 -0.30116
C 2.08008 -2.15568 -1.33376
C -0.04812 -2.64358 5.36314
C -1.92832 2.80542 0.43344
C -2.74832 -0.36338 -1.12586
C -1.28822 6.37412 0.34494
C 0.80338 -2.31378 4.28254
C -0.24972 -4.91328 4.59584
C -4.01352 0.23222 -1.19916
C -0.57222 -3.92838 5.51754
C 0.68928 -2.59718 -1.35306
C -1.39862 -2.52358 -1.29686
C -2.52862 -1.82218 -1.43806
H -1.64042 -5.71358 -2.55656
H -3.35582 -2.29118 -1.94876
H 3.55728 6.43852 0.07374
H 6.64678 2.82422 -0.86456
H -4.71122 3.06452 0.56064
H -4.59662 -0.89378 -3.67336
H 6.16128 0.56592 -0.07776
H -2.59002 3.65752 0.37394
H 5.38488 -0.60728 -3.35056
H -5.36782 2.96672 -2.44116
H 2.33468 -4.97718 -4.64736
H 5.81118 1.92342 -2.13896
H -5.88522 4.21312 -1.29436
H -5.87672 2.00032 -0.17846
H -0.36762 6.73602 -0.12376
H 5.95118 -2.27928 -3.21536
H -1.84512 5.79942 -0.40156
H -1.89102 7.24762 0.61394
H -6.35672 -0.79398 -3.50786
H -2.92802 -3.37548 -4.07266
H 2.02128 -4.99978 -2.19366
H -4.17062 4.04512 -1.70926
H 3.04058 4.86772 1.91714
H -0.64382 -5.91838 4.69814
H 0.64388 -5.68788 -3.01556
H -6.14752 0.13382 -1.23356
H -1.22092 -4.14828 6.35834
H 5.30958 1.71062 0.88694
H 5.94878 -1.24578 -1.01226
H 4.93638 3.13842 -1.18906
H -3.21262 -5.09908 -4.35186
H 1.99468 6.11272 -0.69146
H -5.35362 -1.42038 -1.31886
H -1.62122 -4.40278 -4.68436
H 3.22218 4.84042 -0.60436
H -0.30052 -1.88078 6.09664
H 2.80228 -2.92178 -1.55516
H 2.26508 -3.30868 -4.06536
H -0.45092 6.17732 2.30744
H 3.47588 2.75692 0.95894
H 0.85908 -4.02478 -4.86726
H -2.93932 -4.73418 -1.92766
H -1.25622 -2.14258 1.66514
H -5.38402 0.68602 -3.56146
H 0.83028 -5.37488 2.79684
H 4.22868 -1.94768 -3.43826
H -1.92492 5.27302 2.08464
H 1.85008 6.14102 1.80734
H 4.81968 -2.54988 -1.03356

Results of the Löwdin charge analysis, in e, for atoms 1 through 99: 1.8780, 0.9994, 0.4578, 0.4537, -0.2969, -0.2752, -0.4401, -0.2849, -0.2789, -0.3161, -0.3309, -0.3631, -0.3528, -0.4701, -0.4884, -0.3283, 0.0056, -0.0374, 0.0159, 0.0025, -0.1904, -0.0946, -0.0942, 0.0433, -0.2318, -0.1894, -0.2571, -0.1938, -0.0710, -0.2329, -0.1902, -0.1935, -0.0927, -0.0932, -0.2410, -0.0998, -0.1823, -0.1145, -0.0957, -0.0973, -0.1148, -0.0942, -0.1205, -0.0933, -0.1828, -0.1212, -0.1174, -0.1841, -0.1942, -0.2025, 0.0149, -0.0558, 0.0656, -0.1995, -0.0930, -0.2155, -0.1075, -0.1247, -0.1005, -0.2078, -0.2527, 0.0853, 0.1084, 0.0947, 0.0681, 0.0659, 0.1081, 0.0665, 0.1002, 0.0980, 0.0682, 0.0628, 0.0680, 0.0689, 0.0676, 0.1068, 0.0625, 0.0665, 0.0658, 0.0674, 0.0667, 0.0628, 0.1205, 0.0704, 0.1171, 0.0838, 0.1082, 0.1027, 0.0874, 0.1122, 0.0999, 0.0558, 0.0658, 0.0666, 0.1131, 0.0640, 0.0577, 0.1024, 0.1050

---

[3]
ORCA calculation (ωB97M-V/def2-TZVPD) on an isolated molecule of C23H30N2O6.

## Properties
Frontier orbital gap (eV): 8.234
Charge: 0
Structure (SMILES): CCCOc1ccc(NC(=O)CNC(=O)c2cc(OC)cc(OC)c2)cc1OCCC
E_HOMO (eV): -7.629

Positions of all 61 atoms, in Å:
O 5.28385 -2.94427 -0.19128
O -0.16493 3.58540 -0.42384
O -3.97905 1.04734 -1.56269
O -4.64743 -1.17430 0.08086
O 7.53679 1.17592 -0.95102
O 2.45330 0.82330 1.96917
N 0.02958 1.74444 0.92693
N 2.87776 2.47109 0.48934
C -3.48822 -0.47905 0.31564
C -3.22083 0.63698 -0.50358
C 1.81059 3.34003 0.93945
C 6.38838 -0.93335 -0.57309
C -2.05909 1.37168 -0.30089
C -1.14864 1.03015 0.68944
C 3.13156 1.27195 1.05402
C -4.48651 -3.90766 -1.10275
C 5.40838 1.18751 0.00036
C 4.28526 0.53305 0.47475
C -2.57340 -0.80070 1.31110
C -4.93889 -2.34053 0.81840
C -1.41725 -0.06697 1.49785
C 4.17226 -3.67569 0.27185
C 4.20480 -0.85743 0.44375
C -5.39321 1.02591 -1.48356
C -5.93368 1.86764 -0.32710
C 8.65281 0.49390 -1.47316
C 0.43403 2.91318 0.38699
C 6.47342 0.44852 -0.52106
C -4.14869 -3.56281 0.34237
C 5.25400 -1.59048 -0.08963
C -5.53029 3.33124 -0.45679
H 0.67658 1.30429 1.58396
H 7.18002 -1.54449 -0.97320
H -7.02154 1.77536 -0.31673
H -4.79206 -2.17213 1.89262
H 1.77979 3.30623 2.03294
H -5.89551 3.90441 0.39214
H 3.31772 -1.32303 0.83971
H -4.38847 -4.40268 0.99739
H -5.76776 0.00050 -1.40855
H -3.07951 -3.35938 0.42321
H 9.37328 1.26712 -1.73466
H -5.55135 1.46284 0.61255
H 8.39074 -0.07574 -2.37005
H 4.41350 -4.72186 0.09091
H -5.94296 3.75928 -1.36780
H -1.87707 2.21848 -0.94084
H -5.53755 -4.17222 -1.19702
H -3.88576 -4.74646 -1.44553
H -4.44761 3.42098 -0.49530
H -4.28764 -3.05286 -1.74475
H -0.72051 -0.35033 2.27251
H 2.01733 4.35768 0.60767
H -5.71121 1.45290 -2.43922
H 9.09468 -0.17781 -0.73095
H 5.51236 2.25939 0.05293
H 4.00836 -3.52029 1.34229
H -6.00648 -2.50711 0.64292
H 3.26318 -3.41251 -0.27759
H -2.74931 -1.64511 1.95794
H 3.36811 2.72859 -0.35131

The molecule's Löwdin atomic charges, reported in e, are given here: -0.0748, 0.0707, -0.0333, -0.0747, -0.0762, 0.0516, 0.1378, 0.0894, -0.1897, -0.1940, -0.0677, 0.0663, 0.0764, -0.2126, -0.4305, -0.0988, 0.0397, -0.1285, -0.0181, -0.2059, -0.0204, -0.0812, 0.0374, -0.2005, -0.2210, -0.0837, -0.4484, -0.2614, -0.2259, -0.2560, -0.0938, 0.1052, 0.1176, 0.1114, 0.1197, 0.1326, 0.0695, 0.1128, 0.1117, 0.1115, 0.1008, 0.0939, 0.1063, 0.0969, 0.0934, 0.0740, 0.1166, 0.0733, 0.0696, 0.0689, 0.0741, 0.1139, 0.1293, 0.1286, 0.0973, 0.1239, 0.0980, 0.1307, 0.0980, 0.1052, 0.1429

---

Number 1: electronic energy -4855.14306 Ha. Number 2: electronic energy -5963.44367 Ha. Number 3: electronic energy -1455.38722 Ha.